1.
55
Properties=species:S:1:pos:R:3 method="wB97M-V/def2-TZVPD" relative_energy_kcal_mol=11.6 homo_energy_ev=-7.1 fmax_ev_per_a=0.813 total_charge=0 molar_mass_g_mol=733.12
Pt -1.280 -1.496 -0.614
O 5.232 -1.149 1.431
C 4.924 -1.554 0.112
C 3.436 -1.512 -0.086
C 2.896 -1.587 -1.363
C 1.526 -1.576 -1.521
N 0.706 -1.492 -0.472
C 1.208 -1.459 0.775
C 2.569 -1.448 0.997
C 0.172 -1.453 1.837
C 0.427 -1.414 3.191
C -0.631 -1.462 4.092
C -0.374 -1.453 5.578
O 0.743 -0.669 5.949
C -1.919 -1.550 3.587
C -2.114 -1.590 2.219
N -1.088 -1.536 1.370
H 6.173 -1.269 1.585
H 5.266 -2.579 -0.073
H 5.407 -0.908 -0.628
H 3.540 -1.662 -2.230
H 1.042 -1.614 -2.489
H 2.967 -1.391 1.999
H 1.445 -1.344 3.549
H -0.140 -2.469 5.901
H -1.279 -1.141 6.108
H 0.615 0.230 5.627
H -2.771 -1.604 4.253
H -3.094 -1.663 1.765
C 0.058 4.769 -2.089
Ge -0.329 2.873 -1.781
C 0.874 2.134 -0.427
C -0.212 1.835 -3.423
C -2.125 2.894 -1.002
Se -2.982 1.136 -0.865
C -3.684 1.144 -2.676
H 1.068 4.939 -2.464
H -0.055 5.318 -1.152
H -0.649 5.179 -2.812
H 1.908 2.125 -0.779
H 0.570 1.111 -0.208
H 0.827 2.717 0.494
H 0.837 1.725 -3.705
H -0.734 2.328 -4.243
H -0.636 0.839 -3.275
H -2.784 3.551 -1.571
H -2.042 3.305 0.006
H -2.862 1.208 -3.383
H -4.347 1.999 -2.780
H -4.223 0.214 -2.837
O -1.684 -1.401 -2.647
S -2.867 -2.380 -2.366
O -3.894 -2.315 -3.360
O -3.320 -1.742 -1.014
O -2.314 -3.690 -2.090

=====

2.
48
Properties=species:S:1:pos:R:3 method="wB97M-V/def2-TZVPD" homo_energy_ev=-12.0 fmax_ev_per_a=0.731 total_charge=+1 smiles="S=C(NC[C@H]1CCCO1)N1CC[NH+](Cc2ccccc2)CC1" molar_mass_g_mol=320.48
S -2.470 -0.113 -0.745
C -1.577 0.856 0.285
N -1.505 2.169 0.168
C -1.987 2.967 -0.929
C -0.793 3.749 -1.520
C -1.246 4.929 -2.385
C -1.240 6.086 -1.386
C -0.061 5.711 -0.493
O -0.035 4.286 -0.445
N -0.834 0.326 1.349
C -1.364 -0.844 2.030
C -0.712 -2.147 1.533
N -0.287 -1.927 0.139
C -0.004 -3.176 -0.621
C 1.144 -3.967 -0.053
C 0.934 -4.888 0.968
C 1.996 -5.602 1.495
C 3.277 -5.407 1.007
C 3.492 -4.503 -0.020
C 2.432 -3.787 -0.548
C 0.839 -0.968 0.103
C 0.586 0.188 1.102
H -0.911 2.689 0.807
H -2.735 3.668 -0.549
H -2.444 2.323 -1.682
H -0.154 3.048 -2.072
H -0.520 5.111 -3.177
H -2.221 4.755 -2.835
H -2.166 6.106 -0.811
H -1.103 7.052 -1.862
H 0.884 6.067 -0.920
H -0.151 6.081 0.530
H -1.179 -0.720 3.101
H -2.444 -0.869 1.874
H -1.434 -2.962 1.567
H 0.158 -2.423 2.132
H -1.148 -1.424 -0.329
H -0.919 -3.773 -0.613
H 0.211 -2.886 -1.651
H -0.064 -5.066 1.340
H 1.820 -6.318 2.283
H 4.103 -5.966 1.416
H 4.485 -4.360 -0.417
H 2.605 -3.102 -1.365
H 0.918 -0.583 -0.915
H 1.763 -1.494 0.355
H 1.071 -0.011 2.059
H 0.989 1.119 0.702